The following is a DFT calculation (ωB97M-V with the def2-TZVPD basis set) of a molecular structure, C11H25IN2O6Ta at a distorted geometry.

Each line ends with the natural charge from an NBO analysis.
Cartesian coordinates (Å):
H -1.2485 0.8568 -2.8452  0.1830
H 1.7902 -3.4426 2.8172  0.1668
H -3.6428 2.0251 0.6731  0.1802
H -0.8184 2.7878 2.3979  0.4769
N -3.8109 0.5335 2.2299  -0.8538
H 0.8061 -0.9557 2.6679  0.2012
H -1.4657 1.8311 -0.8488  0.2260
O 2.9199 4.8619 -0.5847  -0.5969
H 1.1896 -1.0916 -2.4281  0.2206
C -0.7627 1.8142 0.0486  -1.0166
H -0.5392 2.9242 0.2900  0.2219
C 1.1614 -3.0298 1.9635  0.0838
H 2.4660 -1.2086 1.7512  0.1964
H 3.7359 0.5312 -1.2940  0.3680
H -0.6017 -3.9133 1.5297  0.4660
H 3.2191 -0.9673 -0.8156  0.3602
C 1.9650 4.0316 -0.4584  0.4180
O -3.7434 -1.6212 -1.6606  -0.5563
H 0.6149 -3.6023 -0.1900  0.2203
C -0.8334 -0.2044 -2.6559  -0.0890
H -2.3394 -2.2497 -3.0666  0.1182
O -1.5186 -0.8840 -1.5764  -0.5146
H -0.9344 -0.7373 -3.6772  0.1653
C -3.1528 1.0209 0.9552  -0.2407
C 0.7277 -0.0334 -2.3588  -0.9295
N 3.3282 0.0122 -0.5017  -1.2496
C 1.5110 -3.6822 0.5267  -0.6590
H 1.8271 -4.7744 0.5843  0.1983
O 0.6384 -1.0826 0.5485  -0.8531
C -2.5942 -1.6307 -2.1386  0.6503
C 2.0179 2.7300 -1.3629  -1.0363
C 1.3448 -1.4220 1.7735  -0.1006
Ta 1.2740 0.7911 -0.2780  2.1743
O -1.6150 2.2206 2.4338  -0.7565
H -4.5583 -0.1402 1.9822  0.3424
H 3.0387 2.5886 -1.8611  0.2377
H 1.2704 2.8739 -2.2350  0.2420
H -3.1304 0.0149 2.8011  0.3563
H 2.3531 -3.0470 0.0622  0.2172
I 2.0822 1.8186 2.3101  -0.3653
O -0.2777 -3.2352 2.1567  -0.7396
C -1.5993 1.2676 1.3183  0.1072
H -3.2977 0.2205 0.1581  0.2014
H 1.1323 4.3219 0.2606  0.1468
H -1.2151 0.2820 1.7412  0.1780
H 1.2857 0.5950 -3.1441  0.2329

* 2S+1: 1
* orbital gap: 8.09 eV
* HOMO: -5.7 eV
* energy: -1349.73266 a.u.
* net charge: -1

=====

The following is a DFT calculation (ωB97M-V with the def2-TZVPD basis set) of C14H22N3O5P in the gas phase at a distorted geometry.

Each line ends with the natural charge from an NBO analysis.
Cartesian coordinates (Å):
C 0.9951 0.0207 -2.7445  -0.2135
C 0.5371 -1.2760 -2.5202  0.1267
H 1.9610 -0.6032 2.0245  0.2866
H -2.8982 2.0285 1.0963  0.1899
N 0.9681 -2.0547 -1.4406  -0.6227
H -2.5941 1.6097 2.8048  0.1892
H 0.4814 -3.6039 4.2440  0.2185
H 0.5003 0.1936 -0.4088  0.4310
C 0.4773 -2.7525 3.5687  -0.6621
P -0.3693 0.0798 2.4336  2.3778
H -0.6873 -2.8574 -3.2865  0.2093
H -2.1355 4.0478 2.2870  0.2160
O -0.3514 0.5687 3.8210  -1.1170
C 1.2774 -1.7002 -0.1527  0.8024
H -1.4728 -1.5791 -5.2257  0.2106
C -0.7853 -1.1212 -4.5290  -0.1973
C 1.7306 1.5018 1.5257  0.6670
N 2.0381 1.9619 2.7557  -0.8183
H -0.9354 2.0188 -5.6837  0.2173
C 1.2497 0.0581 1.5221  -0.5100
C -2.1315 1.9408 1.8709  -0.0566
H -0.7326 3.1754 2.9254  0.2185
H -0.8416 3.5211 1.1937  0.2225
H -1.5574 -3.1625 2.9446  0.1904
C -1.4129 3.2626 2.0821  -0.6406
H -1.3989 -1.8965 4.1960  0.1875
C -0.3455 -1.8432 -3.4371  -0.2235
H 1.7255 0.4671 -2.0879  0.2295
O -1.0340 -1.3603 2.2424  -0.8089
H 2.2518 2.9426 2.8500  0.4051
H -0.0993 0.8850 -6.7402  0.2199
H 1.0192 -1.9309 4.0334  0.2043
O 1.7315 -2.5214 0.6242  -0.6746
N 1.0552 -0.4035 0.1853  -0.6331
C -0.9511 -2.3221 3.2921  -0.0595
H 0.9026 1.7403 -3.9932  0.2131
C -0.3597 0.1840 -4.7413  -0.0337
O -1.2287 0.9425 1.3971  -0.8246
H 0.9729 -3.0253 2.6392  0.2556
H -1.7791 0.5874 -6.2954  0.2147
C -0.8266 0.9654 -5.9316  -0.6246
C 0.5402 0.7346 -3.8376  -0.2049
H 1.7107 1.4694 3.5714  0.4202
H 0.9800 -3.0542 -1.5897  0.4123
O 1.8225 2.1602 0.5148  -0.6104

* 2S+1: 1
* orbital gap: 9.21 eV
* relative energy (zero: lowest compared OMol25 entry of this formula, charge and spin): 0.0 kcal/mol
* HOMO: -8.4 eV
* energy: -1428.66393 a.u.